A molecular structure, C7H20ClOSiVY, computed with ωB97M-V with the def2-TZVPD basis set.

Each line ends with the Mulliken charge.
Element x y z (Å)
Y 4.45160 -0.92981 -1.73392  0.08
Cl 2.34086 -1.94548 -2.21379  -0.39
C 5.81075 -1.74286 -0.15059  -0.94
C 5.12173 0.84719 -2.92421  -0.91
H 6.75164 -1.17327 -0.03010  0.19
H 5.21380 -1.71381 0.79168  0.24
H 6.03047 -2.79791 -0.43327  0.20
H 6.10581 1.24808 -2.61927  0.18
H 4.32545 1.61381 -2.77182  0.23
H 5.14428 0.52453 -3.98989  0.20
V -0.04549 -0.06326 0.04119  0.44
C 0.61530 -1.95493 0.63025  -1.18
C 0.34013 1.35396 1.26568  -0.84
H 1.59950 -1.99958 1.13447  0.24
H -0.13420 -2.33228 1.35403  0.27
H 0.67553 -2.71358 -0.17964  0.26
H -0.03787 2.37816 1.06039  0.18
H 0.33226 1.17954 2.36289  0.16
C -3.87826 2.25976 -0.30428  -1.06
Si -3.37997 0.63625 0.52414  0.27
C -3.72693 0.79058 2.37825  -1.02
C -4.44278 -0.75762 -0.17363  -1.05
O -1.84032 0.17820 0.08649  -0.39
H -4.93443 2.44588 -0.13002  0.33
H -3.71706 2.20356 -1.37249  0.27
H -3.31595 3.09072 0.09529  0.29
H -4.78511 0.99005 2.52679  0.33
H -3.48595 -0.12881 2.89350  0.27
H -3.16813 1.60204 2.81682  0.30
H -4.27886 -0.85178 -1.23922  0.25
H -4.19569 -1.69625 0.30411  0.26
H -5.49210 -0.54111 0.00017  0.34

* LUMO (spin up / spin down): 4.9 / 4.9 eV
* HOMO (spin up / spin down): 0.061 / -0.009 Eh
* net charge: -2
* strongest force on any atom: 4.06 eV Å⁻¹
* 2S+1: 4

---

2 unconnected molecules or ions with the total composition C5H12N5O2S2, computed with ωB97M-V with the def2-TZVPD basis set.

Each line ends with the Mulliken charge.
Element x y z (Å)
C -1.59329 0.08895 -3.01855  0.78
C 0.26583 -2.18924 -1.45991  -0.15
C 0.55824 -1.00073 0.84667  -0.07
C 2.77836 0.14662 0.84539  -1.16
C 1.53165 0.15268 2.89366  -0.81
N -0.08813 -0.99972 -1.54417  -0.36
N 0.21042 -0.28656 -0.38150  -0.33
N -1.75045 0.97849 -2.25246  -0.21
N -1.59477 -0.71416 -3.99910  -0.47
N 1.56586 -0.21087 1.46631  0.05
O -4.05961 -1.38820 -3.45356  -0.41
O -3.33615 -1.85326 -5.72225  -0.38
S 0.79422 -2.75382 0.07241  -0.19
S -3.42606 -0.79159 -4.80094  0.79
H -0.07710 -2.86088 -2.25736  0.35
H -0.24703 -1.29257 1.59836  0.32
H 3.72233 -0.19968 1.42974  0.32
H 2.79861 -0.35054 -0.16312  0.32
H 2.71128 1.17057 0.64565  0.45
H 2.10077 -0.57709 3.52919  0.28
H 2.10766 1.13778 2.82984  0.26
H 0.60754 0.08656 3.37207  0.33
H 0.75170 0.47110 -0.75393  0.35
H -2.02025 1.70354 -1.63173  0.32
H -0.68368 -1.09797 -4.33402  0.28
H -4.13148 -2.28102 -3.33507  0.34

* LUMO: -4.4 eV
* energy above the lowest of the compared OMol25 structures with the same formula, charge and spin: 0.60 kcal/mol
* HOMO: -0.413 Eh
* net charge: +1
* strongest force on any atom: 5.58 eV Å⁻¹

---

C10H13N in the gas phase, computed with ωB97M-V with the def2-TZVPD basis set.

Each line ends with the Mulliken charge.
Element x y z (Å)
C -1.22579 -1.34392 -0.36675  -0.70
C -1.07664 -0.83081 1.04549  -0.46
C -0.90025 0.80003 0.85825  -0.52
C -1.14941 1.26593 -0.49572  -0.93
C -0.02517 0.59513 -1.11899  -0.29
C 0.10274 -0.98021 -0.98317  -0.31
C 1.29865 -1.13812 -0.06092  -0.16
N 2.11639 0.07321 -0.32559  -0.66
C 1.11142 1.05730 -0.13648  -0.73
C 0.61412 0.65681 1.22787  0.12
C 0.57528 -0.80643 1.25367  -0.56
H -1.97149 -0.73427 -1.02056  0.15
H -1.53439 -2.42077 -0.74209  0.34
H -1.78516 -0.81469 1.89824  0.42
H -1.52934 1.55025 1.27719  0.55
H -2.08602 1.08037 -1.13476  0.38
H -0.87499 2.33990 -0.55286  0.47
H -0.01662 0.78667 -2.30776  0.31
H 0.13601 -1.17391 -2.16351  0.44
H 1.67688 -2.18354 -0.22824  0.49
H 3.24399 0.00335 0.08647  0.31
H 1.59391 2.01976 -0.19753  0.58
H 0.75539 1.58019 2.12531  0.24
H 0.95049 -1.38223 2.06244  0.53

* LUMO: 0.9 eV
* energy above the lowest of the compared OMol25 structures with the same formula, charge and spin: 141.26 kcal/mol
* HOMO: -0.297 Eh
* structure (SMILES): C1[C@@H]2[C@@H]3C[C@@H]4[C@H]1[C@H]1N[C@@H]4[C@@H]3[C@@H]21
* strongest force on any atom: 8.09 eV Å⁻¹